{"formula": "C14H32N4O10", "method": "ωB97M-V/def2-TZVPD", "symbols": ["C", "O", "C", "O", "O", "C", "H", "H", "H", "H", "H", "H", "C", "O", "C", "O", "O", "C", "H", "H", "H", "H", "H", "H", "C", "C", "N", "O", "H", "H", "H", "H", "H", "C", "C", "N", "O", "H", "H", "H", "H", "H", "C", "C", "N", "O", "H", "H", "H", "H", "H", "C", "C", "N", "O", "H", "H", "H", "H", "H"], "xyz": [[25.489370, 26.966320, -1.921360], [25.728740, 25.604610, -1.633480], [25.583440, 24.778160, -2.589040], [24.965200, 25.009110, -3.626320], [26.206600, 23.523510, -2.418910], [26.792580, 23.023390, -1.257830], [24.539560, 27.096830, -2.439950], [26.415440, 27.329250, -2.367210], [25.322990, 27.464050, -0.966020], [26.539440, 21.963200, -1.261270], [26.167060, 23.380610, -0.439780], [27.852640, 23.141110, -1.033040], [19.877150, 23.410320, -5.730620], [18.707920, 23.661580, -4.887000], [18.393900, 22.605590, -3.993950], [18.893320, 21.518010, -3.968540], [17.445350, 23.032220, -3.056970], [16.776550, 22.145180, -2.167860], [20.331740, 24.396290, -5.827180], [19.426430, 23.037390, -6.650340], [20.485510, 22.696320, -5.175470], [16.539250, 21.237180, -2.722240], [15.924220, 22.696540, -1.770840], [17.370150, 22.027930, -1.261220], [17.791600, 12.458100, 0.916600], [17.143340, 12.461060, -0.489410], [17.377330, 11.365670, -1.258650], [16.398770, 13.412960, -0.875430], [18.672430, 11.817460, 0.959280], [17.230760, 12.349770, 1.844940], [18.210380, 13.448740, 1.093640], [16.879740, 11.352110, -2.137470], [17.745100, 10.484910, -0.928340], [22.315550, 22.219620, 5.415020], [22.070590, 21.356950, 4.213270], [22.032420, 20.071330, 4.368040], [22.022080, 21.864700, 3.112140], [21.686170, 21.905610, 6.247720], [22.229360, 23.288080, 5.217350], [23.380940, 22.039620, 5.558730], [21.921700, 19.562980, 5.233740], [21.955080, 19.571280, 3.493940], [18.700710, 14.762190, -5.948270], [19.961940, 14.113400, -5.473610], [19.921490, 12.889180, -4.958470], [21.115500, 14.632010, -5.725740], [18.694350, 15.782140, -5.563870], [17.806940, 14.289600, -5.540910], [18.692790, 14.767770, -7.038230], [20.659720, 12.223690, -5.138050], [19.242510, 12.609440, -4.265050], [21.803230, 19.419340, -1.171780], [21.027790, 18.286450, -0.565040], [19.871320, 17.907350, -1.206840], [21.428810, 17.701220, 0.490650], [21.207480, 20.319770, -1.022100], [21.985090, 19.108460, -2.200560], [22.813260, 19.612450, -0.810310], [19.512720, 18.651440, -1.788080], [19.446600, 17.051140, -0.880330]], "atomic_forces_ev_per_a": [[-0.5, 0.7, 0.8], [0.8, 0.2, 2.6], [-0.6, -2.8, -3.6], [1.3, -0.8, 1.8], [-0.8, 2.2, -2.1], [-1.7, -0.5, 1.9], [0.5, 0.0, -0.7], [-0.5, 0.4, -0.4], [0.4, -0.1, 0.1], [0.4, -0.2, -0.2], [0.5, 0.2, 0.5], [0.0, 0.5, -0.7], [-1.4, 0.0, 1.0], [-1.0, -1.9, 2.5], [-0.7, 1.7, 0.7], [0.0, 0.2, -0.4], [1.4, 1.2, -2.4], [0.6, 0.2, 0.0], [0.1, -0.3, -0.2], [0.8, -0.1, -0.2], [0.3, 0.0, -0.6], [-0.2, -0.1, 0.6], [-0.3, -0.1, -0.7], [0.4, -0.7, -0.2], [1.1, 0.8, -0.4], [-2.4, 2.1, 0.9], [-0.1, 0.2, -0.5], [2.4, -2.8, 0.8], [-0.2, -0.4, 0.0], [-0.8, -0.6, -0.6], [0.0, 0.3, -0.4], [0.0, -0.1, 0.1], [0.0, 0.4, 0.2], [0.3, -0.2, 0.1], [-0.1, 3.5, -0.2], [-0.3, -3.5, 0.2], [-0.1, 0.3, -1.0], [0.4, 0.1, 0.3], [-0.4, -0.3, -0.2], [0.1, 0.0, 0.8], [0.1, 0.4, -0.2], [-0.1, -0.3, 0.2], [-0.3, 0.6, 1.1], [4.9, 2.5, -2.0], [-0.7, -2.1, 1.0], [-4.0, -1.5, 0.5], [0.0, 0.1, -0.4], [0.0, -0.2, -0.2], [0.0, 0.0, 0.1], [0.3, 0.6, 0.4], [-0.2, 0.1, -0.5], [0.0, -0.2, -0.5], [1.2, -2.1, 3.6], [1.8, 1.0, 0.5], [-1.2, 1.2, -2.9], [0.1, 0.2, -0.6], [-0.5, 0.7, -0.4], [-0.4, -0.4, 0.8], [-0.7, -0.9, -0.3], [-0.5, 0.5, -0.2]], "nbo_charge": [-0.258, -0.501, 0.997, -0.629, -0.525, -0.256, 0.217, 0.197, 0.194, 0.195, 0.184, 0.185, -0.255, -0.521, 0.999, -0.630, -0.529, -0.250, 0.201, 0.191, 0.211, 0.196, 0.199, 0.186, -0.734, 0.672, -0.822, -0.628, 0.212, 0.250, 0.248, 0.401, 0.402, -0.706, 0.656, -0.809, -0.640, 0.213, 0.241, 0.231, 0.397, 0.418, -0.706, 0.654, -0.831, -0.623, 0.240, 0.212, 0.252, 0.409, 0.392, -0.723, 0.670, -0.840, -0.650, 0.237, 0.233, 0.246, 0.407, 0.420], "smiles": "COC(=O)OC.COC(=O)OC.CC(N)=O.CC(N)=O.CC(N)=O.CC(N)=O", "lumo_ev": 0.353, "energy_ha": -1524.04872}


{"formula": "C2H4N4O", "method": "ωB97M-V/def2-TZVPD", "symbols": ["C", "N", "N", "N", "C", "O", "N", "H", "H", "H", "H"], "xyz": [[2.314949, -0.456854, 0.030119], [0.979692, -0.034086, -0.061447], [0.621098, 1.201047, -0.008879], [-0.727272, 1.162224, 0.004406], [-1.054004, -0.142520, 0.041776], [-2.335140, -0.569616, -0.017942], [-0.006566, -0.962137, -0.013122], [2.597922, -1.133301, -0.809958], [2.959310, 0.442493, -0.053835], [2.411048, -0.899507, 1.041743], [-2.921497, 0.174142, 0.087514]], "atomic_forces_ev_per_a": [[2.2, 0.0, 0.1], [-1.2, -1.1, 0.0], [-2.2, -0.4, -0.3], [1.0, 0.2, 0.4], [-0.3, 0.2, -0.8], [1.2, -0.6, 0.2], [-0.1, 1.4, 0.0], [-0.4, 0.3, 0.9], [-0.4, -0.5, 0.2], [0.5, -0.1, -0.8], [-0.2, 0.6, 0.1]], "nbo_charge": [-0.422, 0.017, -0.014, -0.355, 0.549, -0.649, -0.316, 0.230, 0.234, 0.226, 0.500], "de_lowest_kj_mol": 175.49, "smiles": "Cn1nnc(O)n1", "lumo_ev": 0.833, "energy_ha": -372.83349}


{"formula": "C8H11NO2S4SbTc", "method": "ωB97M-V/def2-TZVPD", "symbols": ["Tc", "C", "C", "C", "C", "C", "H", "H", "H", "H", "H", "N", "C", "C", "C", "O", "O", "H", "H", "H", "H", "H", "H", "S", "Sb", "S", "S", "S"], "xyz": [[0.053452, 0.264755, 0.211081], [-1.714923, -0.193354, 1.677706], [-0.709792, -1.004424, 2.280525], [-0.441744, -2.061759, 1.417143], [-1.363918, -1.998331, 0.323159], [-2.167485, -0.880298, 0.505849], [-2.204573, 0.649077, 2.138844], [-0.164565, -0.758066, 3.173467], [0.307024, -2.827023, 1.565189], [-1.392514, -2.666885, -0.522607], [-2.945117, -0.543594, -0.158704], [1.981959, 0.026213, -0.740516], [3.196831, 0.181575, 0.089376], [3.169664, 1.507329, 0.828261], [2.260691, 1.471119, 2.033235], [2.572569, 2.024594, 3.068184], [1.139098, 0.801752, 1.892623], [1.968250, -0.882448, -1.196329], [2.023931, 0.702968, -1.528028], [4.073534, 0.124739, -0.558592], [3.241724, -0.648001, 0.795466], [2.817360, 2.290391, 0.148657], [4.166475, 1.778826, 1.169841], [2.046457, 2.104538, -3.292377], [-0.146821, 2.090967, -2.669980], [-0.123634, 2.508856, -0.256275], [-0.730661, -0.151907, -2.002085], [-1.722371, 3.220290, -3.793914]], "atomic_forces_ev_per_a": [[0.0, -0.2, -0.1], [-0.2, -0.2, 0.2], [-0.2, 0.1, 0.1], [0.1, 0.1, -0.2], [0.2, -0.2, 0.1], [0.0, 0.3, 0.1], [0.1, 0.1, 0.0], [0.0, 0.0, 0.0], [0.0, 0.0, 0.0], [0.0, 0.0, 0.0], [0.0, 0.0, 0.0], [0.0, -0.2, 0.2], [-0.1, 0.0, -0.1], [0.1, 0.0, -0.1], [-0.6, 0.0, 0.0], [0.1, 0.0, 0.1], [0.3, 0.1, 0.1], [0.0, 0.0, 0.0], [0.1, 0.0, 0.0], [0.0, 0.0, 0.0], [0.0, 0.0, 0.0], [0.0, 0.0, 0.0], [0.0, 0.0, 0.0], [0.0, 0.0, 0.0], [0.0, -0.1, 0.1], [0.0, 0.0, 0.0], [0.0, 0.1, -0.4], [0.0, 0.0, 0.0]], "nbo_charge": [0.778, -0.343, -0.238, -0.298, -0.285, -0.224, 0.250, 0.252, 0.225, 0.234, 0.249, -0.811, -0.210, -0.550, 0.805, -0.637, -0.749, 0.402, 0.454, 0.196, 0.196, 0.258, 0.230, -0.841, 1.367, -0.397, -0.545, -0.768], "de_lowest_kj_mol": 12.75, "s2": 3.787, "lumo_ev": [2.442, 1.614], "charge": -1, "energy_ha": -2430.64308, "multiplicity": 4}


{"formula": "C14H21NO2", "method": "ωB97M-V/def2-TZVPD", "symbols": ["O", "C", "C", "N", "C", "C", "C", "C", "C", "O", "C", "C", "C", "C", "C", "C", "C", "H", "H", "H", "H", "H", "H", "H", "H", "H", "H", "H", "H", "H", "H", "H", "H", "H", "H", "H", "H", "H"], "xyz": [[2.901722, 2.049056, -0.565030], [3.663194, 1.580053, 0.523021], [4.773986, 0.596246, 0.093657], [4.364023, -0.528876, -0.718586], [3.512430, -1.522666, -0.087412], [2.076431, -1.106923, 0.141076], [1.519863, -1.072372, 1.415623], [0.221537, -0.654388, 1.610768], [-0.568649, -0.251301, 0.531152], [-1.823100, 0.158218, 0.842736], [-2.690125, 0.625086, -0.178278], [-3.242458, -0.527206, -1.048476], [-4.764159, -0.490582, -0.880423], [-4.963157, 0.132157, 0.497636], [-3.913333, 1.238789, 0.519635], [-0.025998, -0.297349, -0.748491], [1.280367, -0.721954, -0.929738], [2.344993, 1.322995, -0.878173], [4.126405, 2.463267, 0.968620], [3.010573, 1.113160, 1.271495], [5.515855, 1.145915, -0.492328], [5.260307, 0.209627, 0.993283], [3.945310, -0.195967, -1.581222], [3.528220, -2.405364, -0.738152], [3.975372, -1.796428, 0.864120], [2.114766, -1.376052, 2.265422], [-0.210485, -0.623991, 2.598629], [-2.161903, 1.377785, -0.778258], [-2.842661, -1.468282, -0.667527], [-2.949818, -0.431218, -2.093483], [-5.209450, -1.480428, -0.965404], [-5.208637, 0.152532, -1.641944], [-5.972637, 0.510555, 0.648488], [-4.742338, -0.601166, 1.273660], [-3.652404, 1.557654, 1.526557], [-4.263223, 2.102619, -0.045735], [-0.607468, -0.012750, -1.610639], [1.676656, -0.770462, -1.936294]], "atomic_forces_ev_per_a": [[-0.1, 0.0, -0.4], [0.3, -0.3, 0.2], [-0.2, 0.4, 0.0], [0.0, 0.0, -0.2], [0.0, -0.1, -0.2], [0.1, 0.0, 0.0], [-0.1, 0.0, -0.2], [-0.2, 0.1, -0.1], [0.2, -0.1, 0.1], [0.2, -0.1, 0.3], [-0.2, 0.3, -0.4], [0.0, 0.1, 0.0], [0.0, -0.1, 0.1], [-0.1, 0.1, -0.1], [0.1, -0.2, 0.1], [-0.3, 0.1, 0.0], [0.1, -0.2, 0.2], [0.0, 0.1, 0.1], [0.0, -0.1, 0.1], [0.1, 0.1, 0.0], [0.0, 0.0, 0.1], [0.1, 0.0, 0.0], [0.1, -0.1, 0.0], [0.0, 0.0, 0.2], [0.0, -0.1, 0.0], [0.1, 0.0, 0.1], [-0.1, 0.0, 0.1], [0.0, -0.1, 0.1], [0.1, 0.0, 0.0], [0.1, -0.1, 0.0], [-0.1, 0.0, -0.1], [-0.1, 0.0, 0.0], [-0.1, 0.0, 0.1], [0.0, 0.0, 0.1], [0.0, 0.1, 0.0], [0.0, 0.0, 0.0], [-0.1, 0.0, -0.1], [0.0, 0.0, -0.1]], "nbo_charge": [-0.728, -0.086, -0.243, -0.617, -0.242, -0.065, -0.203, -0.256, 0.380, -0.516, 0.093, -0.442, -0.399, -0.402, -0.417, -0.320, -0.229, 0.472, 0.180, 0.163, 0.198, 0.187, 0.351, 0.205, 0.196, 0.213, 0.222, 0.181, 0.221, 0.212, 0.213, 0.196, 0.212, 0.202, 0.229, 0.206, 0.221, 0.211], "de_lowest_kj_mol": 109.32, "smiles": "OCCNCc1ccc(OC2CCCC2)cc1", "lumo_ev": 0.810, "energy_ha": -751.28503}